1.
14
Properties=species:S:1:pos:R:3:forces:R:3 method="wB97M-V/def2-TZVPD" lumo_energy_ha=-0.1636 charge=+1 fmax_ha_per_bohr=0.0845
C 2.2592 0.4258 -0.2567 -3.22 1.92 0.83
C 1.9662 -0.6471 -1.1399 -0.08 -1.17 -0.41
C -1.9913 -0.1063 0.4515 0.18 -2.13 -0.42
N 1.5208 1.3660 0.2521 3.11 1.43 2.68
N -3.1736 -0.7057 0.6937 -1.04 2.08 0.02
S 3.5612 -0.5185 -0.1688 1.31 -0.96 0.43
S -1.6576 1.1267 -0.5391 -0.03 1.24 -0.20
H 1.1912 -1.4086 -0.9191 0.74 0.54 0.07
H 2.2189 -0.4774 -2.1548 -0.24 0.00 -0.98
H -1.1259 -0.7668 0.7473 -1.03 0.65 0.21
H 0.5678 1.5807 -0.0491 -0.52 -0.39 -0.32
H -4.1412 -0.3088 0.7741 1.70 0.23 -0.85
H -3.1357 -1.5113 1.2225 0.32 -2.00 1.27
H 1.9399 1.9513 1.0861 -1.20 -1.42 -2.31

2.
18
Properties=species:S:1:pos:R:3:forces:R:3 method="wB97M-V/def2-TZVPD" lumo_energy_ha=0.0328 charge=0 fmax_ha_per_bohr=0.0824 smiles=C1C[C@]2(CCSC2)O1
C -2.3015 0.1100 0.4857 0.36 -3.36 -0.19
C -1.1831 -0.5459 -0.4018 -0.23 1.03 0.04
C 0.1854 0.0317 0.0175 0.74 -1.13 -0.61
C 1.5634 -0.5109 -0.7907 -1.97 -0.10 3.75
C 1.7077 0.9612 -1.1033 3.02 -0.66 -1.37
C 0.1262 -0.0885 1.5857 1.40 -1.11 -0.23
H -3.3490 -0.3268 0.4775 1.56 -0.28 0.22
H -2.4641 1.0532 0.2036 -0.48 3.71 -1.69
H -1.4055 -0.3596 -1.4611 0.23 -0.33 0.21
H -1.0550 -1.5882 -0.1623 -0.48 -0.66 -0.21
H 2.3051 -0.9782 -0.0781 -0.69 0.55 -1.00
H 1.1667 -1.2194 -1.4577 0.11 -0.71 -1.48
H 1.8904 1.2213 -2.1858 -0.62 -0.08 0.98
H 2.7311 1.2331 -0.5957 -2.23 0.63 -0.19
H 0.9092 0.5871 2.0058 -0.83 -0.47 0.05
H 0.2876 -1.1916 1.9876 0.30 2.20 -1.31
O 0.4428 1.3269 -0.6153 0.05 0.46 1.35
S -1.5574 0.2847 2.0885 -0.22 0.30 1.67

3.
66
Properties=species:S:1:pos:R:3:forces:R:3 method="wB97M-V/def2-TZVPD" lumo_energy_ha="-0.1099 / -0.2009" charge=+1 fmax_ha_per_bohr=0.0187 spin_multiplicity=5 s_squared=6.0238
Pd -0.2355 1.3426 -0.3465 0.71 -0.28 0.29
S -0.0735 0.7679 2.0747 -0.29 0.04 -0.46
C 1.6274 0.9702 2.3568 0.24 -0.03 0.17
C 2.0783 0.8467 3.6725 -0.20 -0.01 -0.21
C 3.4264 0.9364 3.9769 0.16 0.04 -0.09
C 4.3628 1.1487 2.9670 0.01 0.00 0.17
C 3.9396 1.2980 1.6653 -0.02 0.02 -0.11
C 2.5740 1.2233 1.3365 0.03 0.03 -0.11
S 2.1654 1.4302 -0.3244 -0.13 0.21 0.30
H 1.3444 0.6788 4.4502 0.04 -0.05 0.04
H 3.7529 0.8358 5.0034 -0.01 -0.01 0.00
H 5.4159 1.2025 3.2061 0.00 0.02 -0.02
H 4.6518 1.4803 0.8708 0.01 -0.02 0.01
Se 0.9058 4.1609 -1.9891 0.14 0.23 0.18
Se -1.1387 3.7405 -2.9856 -0.12 -0.18 -0.27
C -0.8495 1.9113 -3.5428 0.00 0.14 0.23
C -1.0356 1.6035 -4.8814 -0.02 0.10 0.11
C -0.8555 0.2910 -5.2875 -0.05 -0.05 0.04
C -0.4943 -0.6574 -4.3460 0.03 0.00 -0.18
C -0.3234 -0.2604 -3.0330 -0.04 0.04 0.00
N -0.5071 1.0005 -2.6307 0.04 0.22 0.19
C 0.1820 4.5592 -0.2378 -0.18 -0.11 -0.18
C 0.2788 5.8547 0.2472 0.04 -0.10 -0.06
C -0.4069 6.1738 1.4076 0.04 -0.04 0.05
C -1.1429 5.1864 2.0413 -0.06 0.10 0.04
C -1.1433 3.9079 1.5141 0.11 -0.07 0.00
N -0.4930 3.5946 0.3921 0.35 -0.02 -0.38
H -1.3031 2.3867 -5.5761 0.03 -0.02 -0.04
H -0.9882 0.0161 -6.3253 0.00 0.01 -0.01
H -0.3352 -1.6887 -4.6269 -0.01 -0.01 0.09
H -0.0502 -0.9684 -2.2678 0.08 -0.08 0.05
H 0.8551 6.5893 -0.2963 -0.06 0.04 -0.01
H -0.3779 7.1816 1.7991 0.00 0.00 0.01
H -1.7188 5.4026 2.9299 0.04 -0.04 0.03
H -1.6648 3.0991 2.0081 -0.05 0.02 -0.03
O -0.3352 -0.8214 0.3124 0.12 0.09 -0.15
C -0.1762 -2.2170 0.2776 -0.08 -0.47 0.03
C -1.0773 -2.7515 -0.8467 0.01 0.47 0.11
C -0.7873 -3.6010 -1.8727 0.00 -0.10 0.06
C -1.8878 -3.8097 -2.7485 -0.01 -0.05 -0.07
C -2.9815 -3.0888 -2.3907 -0.10 0.13 0.11
S -2.6930 -2.1521 -0.9859 0.11 -0.09 -0.08
C -0.5817 -2.8032 1.6294 -0.20 0.04 -0.09
C -0.0059 -2.5179 2.8312 0.01 -0.03 -0.05
C -0.5778 -3.2453 3.9050 0.03 0.02 0.09
C -1.5730 -4.0768 3.4961 -0.11 -0.10 -0.18
S -1.8307 -3.9768 1.8059 0.18 0.13 0.14
C 1.2437 -2.6896 0.0008 0.09 0.10 0.06
C 1.7060 -3.9632 0.1451 -0.02 0.14 -0.01
C 3.0563 -4.1181 -0.2691 -0.01 -0.06 -0.03
C 3.6008 -2.9571 -0.7128 0.02 0.14 -0.09
S 2.4733 -1.6617 -0.6360 -0.18 -0.41 -0.03
H 0.1730 -4.0786 -2.0004 0.01 0.02 0.05
H -1.8647 -4.4821 -3.5941 0.01 0.02 -0.01
H -3.9511 -3.0627 -2.8627 0.03 -0.02 -0.03
H 0.8110 -1.8178 2.9411 0.02 -0.06 -0.01
H -0.2578 -3.1577 4.9334 -0.01 -0.01 0.00
H -2.1712 -4.7517 4.0868 0.02 0.03 0.03
H 1.0897 -4.7675 0.5227 0.01 0.00 0.05
H 3.5846 -5.0600 -0.2443 0.05 0.03 0.02
H 4.5958 -2.7855 -1.0908 0.00 0.01 0.04
Cl -2.7554 1.4128 0.0149 -0.82 0.00 0.51
C -4.5155 1.3891 -0.2703 -0.18 -0.06 -0.45
Cl -4.9071 1.9513 -1.8962 -0.01 -0.05 0.10
H -4.9749 2.0504 0.4535 0.07 0.02 0.02
H -4.8521 0.3650 -0.1573 0.05 0.00 0.00

4.
14
Properties=species:S:1:pos:R:3:forces:R:3 method="wB97M-V/def2-TZVPD" lumo_energy_ha=0.0223 charge=0 fmax_ha_per_bohr=0.0838
C -1.1937 0.2208 -1.2161 -0.70 -2.95 3.06
C -0.7018 -0.3826 1.1422 1.32 -1.50 -1.17
N -0.2472 0.4186 -0.0331 -2.70 0.04 0.50
N 1.8830 0.6428 0.2173 2.29 1.10 1.60
N 1.0355 -0.1418 -0.3352 -2.39 2.68 0.62
O 3.0951 0.3540 0.4975 -1.37 0.22 -0.81
O 1.0949 -1.2131 -0.8812 1.71 -1.64 -0.57
H -2.2981 0.5062 -0.9913 2.34 0.17 -0.21
H -0.6477 0.7785 -1.9080 -0.15 0.54 -2.12
H -1.2345 -0.9443 -1.3288 0.17 2.15 -0.70
H -0.4924 -1.4833 0.8753 -1.00 1.32 0.48
H -0.0198 -0.1793 1.9471 0.09 0.29 0.62
H -1.7183 -0.1599 1.4263 -0.20 -0.02 -0.16
H 1.4449 1.5835 0.5879 0.59 -2.41 -1.14

5.
44
Properties=species:S:1:pos:R:3:forces:R:3 method="wB97M-V/def2-TZVPD" lumo_energy_ha=-0.1124 charge=0 fmax_ha_per_bohr=0.1235
C 5.6755 0.6331 0.2436 -0.09 -0.08 0.57
C 4.3195 0.9956 -0.5897 2.02 0.66 1.08
N 3.9773 -0.1072 -1.5183 -1.51 1.00 1.42
C 2.7995 -0.9015 -1.1123 -0.72 -1.75 -2.31
O 1.4784 -0.3129 -1.3223 2.79 -0.86 0.60
P 0.3387 -0.9966 -0.1920 -1.16 1.24 -0.07
C -0.4456 -2.2893 -1.3762 -1.08 -1.28 0.24
C -2.0294 -1.9997 -1.5834 0.45 -0.69 -0.79
C -2.8978 -2.2906 -0.2724 0.87 -0.36 -0.21
S -4.3945 -1.1590 -0.0909 0.30 0.77 0.97
C -3.8113 0.4173 0.7290 1.41 0.49 -0.70
S -4.1190 0.7577 2.3482 0.38 -0.30 -1.62
N -3.0491 1.3339 -0.1523 -1.27 -1.07 1.37
C -3.5411 1.6592 -1.4700 5.58 3.01 -0.43
C -2.3828 2.5699 -1.9536 -2.28 -2.48 2.93
N -1.3678 2.7287 -0.9111 -3.46 -2.67 1.43
C -1.7950 1.9563 0.2207 -0.98 1.79 -4.87
O 1.4330 -2.2438 0.3477 3.62 0.34 -0.64
C 2.8225 -1.8230 0.2192 -2.72 0.03 -1.52
Br 3.1623 -1.0288 2.0126 0.78 -0.10 -0.19
H 6.6264 0.8008 -0.3694 -1.35 -0.19 0.66
H 5.7687 1.2630 1.2072 -0.18 -0.81 -1.56
H 5.6755 -0.4621 0.6049 -0.13 1.68 -0.68
H 4.5672 1.9955 -1.1157 -0.60 -1.61 0.44
H 3.5064 1.2369 0.1724 0.81 -0.71 -1.30
H 4.7807 -0.6793 -1.7934 -0.63 0.26 0.37
H 2.7793 -1.7199 -1.9392 0.42 0.67 1.43
H -0.6329 -0.0940 -0.7848 0.02 0.27 0.58
H -0.4396 -1.3729 0.9713 -0.80 -0.30 -0.39
H 0.8284 0.0662 0.6892 0.12 -0.27 0.19
H 0.0929 -2.3511 -2.3821 -0.83 0.10 1.28
H -0.3689 -3.3157 -0.8429 -0.06 1.43 -1.04
H -2.2240 -0.9494 -2.0024 0.39 -1.41 0.85
H -2.4006 -2.7401 -2.3923 0.42 1.22 1.19
H -3.3440 -3.3525 -0.3508 0.28 1.82 0.21
H -2.3220 -2.2580 0.7091 -0.62 0.17 -1.44
H -4.4876 1.3492 -2.0070 1.49 0.15 1.32
H -2.3641 3.0392 -2.9957 0.33 -0.61 2.00
H -1.2579 1.8056 1.2204 -0.97 0.06 -1.99
H 3.5584 -2.6483 -0.0607 -1.00 0.85 1.20
O -3.7099 2.9318 5.0517 0.09 0.37 0.33
H -4.3996 3.6200 5.1848 0.19 -0.20 -0.09
H -2.8933 3.1375 5.5603 -0.20 -0.08 -0.16
H -3.5129 2.7984 4.0886 -0.10 -0.52 -0.65

6.
69
Properties=species:S:1:pos:R:3:forces:R:3 method="wB97M-V/def2-TZVPD" lumo_energy_ha=0.0497 charge=-3 fmax_ha_per_bohr=0.1289
C -19.6261 8.6189 -15.6969 0.35 -1.62 -0.19
C -19.3297 9.9431 -16.2476 -2.38 1.64 1.89
O -19.4834 10.9630 -15.5952 1.08 -0.83 -1.48
N -19.3635 10.0778 -17.7448 1.47 0.08 -1.04
H -19.7373 9.2781 -18.2354 0.12 -1.21 0.09
H -20.0645 10.7525 -18.0158 -0.04 1.14 0.30
C -17.9689 10.3940 -18.3951 -1.20 -0.98 0.24
H -19.5050 8.5630 -14.6150 0.51 0.20 -0.23
H -19.1227 7.8176 -16.2378 0.39 -0.11 0.28
H -20.6648 8.3153 -15.8270 -0.51 0.51 -0.38
H -17.4602 11.1092 -17.7488 -0.16 0.04 -0.44
H -18.1661 10.6509 -19.4359 0.08 0.61 0.25
H -17.4551 9.4351 -18.4625 0.11 0.11 0.39
C -13.0828 4.3194 -28.9289 -1.89 0.11 0.29
C -14.4437 4.5268 -29.7304 2.38 -2.21 -5.08
O -14.5902 4.0078 -30.8651 -0.48 2.69 5.27
N -15.3796 5.6473 -29.2083 -0.15 -2.37 0.98
H -14.9056 5.9554 -28.3714 0.05 0.42 0.76
H -15.4882 6.4769 -29.7740 0.02 -0.08 -0.87
C -16.7650 5.0737 -28.7733 -0.21 1.47 -0.15
H -13.2592 4.1696 -27.8637 -0.19 0.53 0.17
H -12.4954 5.2225 -29.0945 0.02 0.05 0.12
H -12.5075 3.4311 -29.1897 -0.50 0.15 -0.82
H -17.2295 4.5167 -29.5869 0.52 -0.34 0.24
H -17.3764 5.9638 -28.6252 -0.02 0.00 0.05
H -16.6978 4.6089 -27.7896 0.29 -0.43 -0.42
C -15.0118 2.7923 -15.8469 0.76 1.65 0.81
C -14.4350 2.8607 -17.2175 2.10 -1.04 -1.47
O -13.2738 2.8132 -17.5920 -3.67 0.41 1.03
N -15.5747 2.8624 -18.2792 0.36 -2.30 -0.26
H -16.4143 2.5685 -17.8009 -0.50 -0.10 0.64
H -15.8919 3.7265 -18.6949 0.61 0.75 -0.70
C -15.3828 1.6747 -19.2860 -0.19 0.44 0.47
H -14.2309 3.2904 -15.2722 -0.02 -0.11 0.41
H -15.2444 1.8727 -15.3100 0.13 -0.46 -0.82
H -15.8887 3.4344 -15.7630 -0.18 -0.09 -0.16
H -14.9824 0.8308 -18.7242 0.20 0.30 0.15
H -14.7087 1.9430 -20.0995 -0.36 0.16 0.16
H -16.3895 1.3683 -19.5700 0.14 0.37 -0.50
O -20.8970 4.4717 -22.5222 -0.98 -0.06 -0.95
C -20.5126 4.9728 -21.3464 2.49 -0.30 1.97
O -21.1221 4.7237 -20.3210 -3.40 -0.82 1.52
O -19.4104 5.5065 -21.2664 3.01 2.11 -1.55
H -21.7421 4.1209 -22.2318 -0.65 -0.54 -0.62
O -25.6855 1.8343 -20.4863 2.86 3.07 -2.00
C -26.5653 1.1262 -19.8941 -5.91 -1.62 0.47
O -26.2705 0.1430 -19.2370 1.61 -1.69 1.56
O -27.7981 1.4303 -20.1074 1.21 0.54 -0.05
H -24.7990 1.6308 -20.1795 0.05 -0.38 0.13
O -19.6288 -0.6880 -25.9004 0.27 -0.24 1.88
C -19.3335 -1.2037 -27.1101 -1.09 -0.67 -1.53
O -19.3922 -2.3814 -27.3762 0.08 -3.22 1.07
O -19.1578 -0.3352 -27.9540 1.36 3.27 -2.28
H -19.3953 0.2026 -26.1724 -0.37 0.84 0.70
O -15.8598 7.4757 -24.4192 0.24 -0.14 -0.48
C -14.5947 7.1440 -24.0705 6.42 -0.11 1.64
O -13.5236 7.4716 -24.7092 -2.79 0.82 -2.44
O -14.3124 6.5695 -22.9850 -3.13 -0.59 0.74
H -16.3426 7.0573 -23.7026 -0.66 -0.12 0.28
O -22.2601 1.4152 -15.1049 -2.13 2.36 -1.27
C -21.1512 0.8622 -14.7432 2.40 -4.90 2.15
O -21.2705 -0.0715 -13.9213 0.57 0.22 0.82
O -20.1113 1.1792 -15.3815 0.76 1.01 -0.17
H -21.7796 1.8691 -15.8011 -1.14 1.41 -1.36
O -26.7731 3.5027 -25.5257 -0.23 -1.75 0.13
C -26.7164 4.8055 -25.7817 0.03 3.29 -1.68
O -26.9302 5.2462 -26.9221 -0.43 -0.84 -1.45
O -26.4348 5.5356 -24.8232 0.41 0.47 2.00
H -26.5964 3.6145 -24.5887 0.13 -0.95 0.79

no.,molar mass (g mol⁻¹)
1,135.24
2,130.21
3,923.11
4,105.10
5,420.34
6,588.41